1.
{
  "formula": "C52H42N7O8P2S4Y",
  "method": "ωB97M-V with the def2-TZVPD basis set",
  "charge": -2,
  "largest_force_ev_per_a": 1.8,
  "relative_energy_ev": 2.481,
  "lumo_energy_ev": 3.45,
  "orbital_gap_ev": 6.12,
  "e_tot_ha": -5305.81099,
  "multiplicity": 1,
  "symbols": ["Y", "S", "P", "C", "P", "S", "C", "C", "C", "C", "C", "C", "C", "C", "C", "C", "C", "C", "C", "C", "C", "C", "C", "C", "C", "C", "C", "C", "C", "C", "H", "H", "H", "H", "H", "H", "H", "H", "H", "H", "H", "H", "H", "H", "H", "H", "H", "H", "H", "H", "C", "C", "N", "N", "C", "S", "S", "C", "C", "C", "C", "C", "C", "C", "C", "C", "C", "C", "C", "C", "O", "H", "H", "H", "H", "H", "H", "H", "H", "H", "H", "H", "H", "H", "H", "O", "N", "O", "C", "C", "C", "C", "O", "C", "C", "N", "O", "O", "N", "O", "O", "H", "H", "N", "C", "C", "C", "C", "C", "N", "H", "H", "H", "H", "H", "H"],
  "coordinates": [[0.443, -0.458, -0.455], [-0.301, -0.698, 2.533], [-0.975, 1.118, 1.993], [-0.568, 1.497, 0.369], [-1.567, 2.648, -0.422], [-2.235, 2.080, -2.207], [-2.950, 3.406, 0.550], [-4.277, 3.111, 0.263], [-5.303, 3.731, 0.968], [-5.012, 4.660, 1.958], [-3.688, 4.960, 2.254], [-2.666, 4.332, 1.556], [-0.689, 4.276, -0.714], [0.595, 4.529, -0.257], [1.235, 5.739, -0.526], [0.587, 6.717, -1.265], [-0.704, 6.477, -1.733], [-1.330, 5.269, -1.462], [-0.245, 2.287, 3.237], [-0.660, 2.387, 4.570], [-0.017, 3.235, 5.462], [1.088, 3.972, 5.054], [1.562, 3.820, 3.759], [0.902, 2.983, 2.867], [-2.799, 1.042, 2.342], [-3.495, 0.124, 1.551], [-4.843, -0.124, 1.757], [-5.535, 0.552, 2.757], [-4.868, 1.494, 3.522], [-3.513, 1.740, 3.313], [-4.491, 2.395, -0.522], [-6.335, 3.483, 0.744], [-5.815, 5.144, 2.504], [-3.451, 5.679, 3.030], [-1.634, 4.568, 1.794], [1.115, 3.752, 0.283], [2.243, 5.906, -0.162], [1.082, 7.657, -1.483], [-1.218, 7.233, -2.317], [-2.325, 5.071, -1.846], [-1.458, 1.759, 4.937], [-0.367, 3.300, 6.487], [1.593, 4.630, 5.752], [2.460, 4.336, 3.442], [1.292, 2.818, 1.874], [-2.979, -0.406, 0.760], [-5.345, -0.851, 1.131], [-6.590, 0.362, 2.921], [-5.402, 2.060, 4.277], [-3.045, 2.527, 3.883], [0.597, 0.560, -4.922], [0.156, -0.700, -4.238], [-1.003, -0.718, -3.700], [-1.602, -1.905, -3.427], [-1.986, -2.409, -2.325], [-1.720, -2.068, -0.620], [-3.123, -3.822, -2.615], [-2.019, -4.995, -3.474], [-1.532, -6.126, -2.609], [-2.140, -7.377, -2.686], [-1.725, -8.428, -1.876], [-0.688, -8.234, -0.974], [-0.075, -6.988, -0.888], [-0.494, -5.941, -1.698], [1.061, -1.873, -4.256], [1.526, -2.446, -5.434], [2.326, -3.583, -5.421], [2.668, -4.140, -4.190], [2.238, -3.567, -3.002], [1.435, -2.412, -3.009], [1.045, -1.850, -1.898], [-0.165, 1.331, -4.811], [0.742, 0.354, -5.990], [1.552, 0.922, -4.534], [-1.204, -4.390, -3.875], [-2.588, -5.397, -4.313], [-2.953, -7.525, -3.391], [-2.211, -9.395, -1.950], [-0.360, -9.044, -0.334], [0.732, -6.830, -0.185], [-0.025, -4.966, -1.609], [1.229, -2.008, -6.383], [2.661, -4.033, -6.347], [3.278, -5.036, -4.154], [2.508, -3.986, -2.040], [3.624, -3.960, 6.326], [3.677, -2.821, 5.889], [4.042, -1.861, 6.546], [3.277, -2.599, 4.506], [3.292, -1.321, 3.985], [2.908, -1.120, 2.689], [2.455, -2.172, 1.798], [2.025, -1.981, 0.648], [2.581, -3.479, 2.409], [2.920, -3.681, 3.715], [2.342, -4.697, 1.618], [2.547, -4.653, 0.426], [1.999, -5.706, 2.219], [2.968, 0.264, 2.217], [2.434, 0.551, 1.162], [3.582, 1.074, 2.891], [3.583, -0.482, 4.597], [2.932, -4.681, 4.117], [1.104, 2.637, -2.544], [2.270, 2.112, -2.136], [3.462, 2.871, -2.209], [4.650, 2.265, -1.905], [4.672, 0.917, -1.535], [3.468, 0.266, -1.431], [2.280, 0.844, -1.695], [1.050, 3.613, -2.769], [0.218, 2.138, -2.497], [3.410, 3.907, -2.523], [5.574, 2.829, -1.967], [5.594, 0.399, -1.311], [3.418, -0.778, -1.136]],
  "atomic_forces_ev_per_a": [[0.55, -0.82, 1.10], [-0.01, 0.03, -0.37], [-0.02, 0.16, -0.10], [-1.07, 1.15, 0.91], [0.34, 0.29, -0.20], [0.01, 0.01, 0.02], [0.09, 0.03, 0.12], [-0.05, 0.05, 0.00], [0.08, -0.01, -0.02], [0.03, -0.02, -0.03], [0.00, -0.05, -0.07], [-0.01, 0.01, -0.06], [-0.02, 0.02, -0.10], [0.06, 0.07, 0.02], [-0.07, -0.06, 0.00], [-0.05, -0.06, -0.01], [0.02, -0.07, 0.03], [0.02, -0.01, 0.06], [-0.02, -0.15, 0.24], [0.08, -0.07, 0.03], [-0.01, -0.05, -0.09], [-0.01, -0.03, -0.06], [-0.02, -0.01, -0.03], [-0.11, 0.02, 0.01], [-0.04, -0.03, 0.02], [0.05, -0.03, 0.09], [0.00, 0.04, 0.03], [0.05, -0.02, -0.06], [0.11, 0.01, -0.03], [-0.07, 0.01, -0.07], [-0.01, 0.02, 0.01], [0.02, -0.01, 0.00], [0.01, -0.01, -0.01], [0.01, -0.01, -0.01], [0.00, 0.01, 0.00], [0.01, -0.04, -0.02], [-0.02, -0.02, 0.00], [-0.02, -0.01, 0.01], [0.01, -0.02, 0.01], [0.02, 0.00, 0.00], [-0.07, -0.01, -0.03], [0.00, -0.01, -0.03], [0.01, -0.01, -0.02], [-0.02, -0.01, 0.00], [0.03, 0.01, 0.00], [0.02, -0.03, 0.00], [0.01, 0.02, 0.00], [0.02, -0.01, -0.01], [0.03, 0.00, -0.02], [0.06, 0.01, 0.05], [0.02, 0.05, -0.01], [-0.02, -0.12, 0.01], [-0.05, 0.02, 0.21], [-0.04, -0.25, -0.08], [0.08, 0.04, 0.08], [-0.48, 0.01, -0.59], [0.17, -0.02, 0.28], [-0.02, 0.06, -0.06], [-0.07, 0.04, 0.01], [0.03, 0.00, -0.01], [0.04, 0.08, -0.01], [-0.01, 0.05, -0.03], [-0.05, -0.01, -0.07], [0.02, -0.01, 0.08], [-0.10, -0.02, -0.28], [-0.04, 0.00, 0.00], [-0.04, 0.02, 0.12], [-0.04, 0.09, 0.03], [0.14, -0.07, -0.05], [-0.07, -0.02, 0.27], [0.53, -0.42, -0.92], [0.03, -0.02, 0.02], [-0.02, 0.01, 0.05], [-0.03, -0.04, -0.02], [0.03, -0.07, -0.01], [0.04, 0.01, -0.04], [0.03, 0.00, 0.03], [0.00, 0.01, 0.00], [-0.01, 0.01, -0.01], [0.04, 0.06, 0.05], [-0.02, -0.02, 0.00], [0.01, -0.01, 0.01], [0.00, 0.01, 0.01], [-0.01, 0.01, 0.01], [-0.01, 0.00, -0.03], [0.04, -0.05, 0.02], [-0.19, 0.06, -0.32], [0.04, 0.04, 0.02], [0.10, -0.13, 0.37], [0.07, 0.12, 0.16], [-0.08, 0.35, -0.23], [0.18, 0.23, -0.11], [-0.12, -0.11, 0.05], [-0.10, -0.22, -0.21], [0.08, -0.11, 0.12], [-0.02, 0.21, 0.13], [0.01, -0.04, -0.08], [-0.04, 0.02, -0.03], [0.09, -0.49, 0.22], [-0.06, 0.38, -0.13], [-0.04, 0.02, -0.08], [0.01, 0.01, -0.01], [0.00, -0.02, -0.01], [0.05, -0.04, -0.16], [0.02, -0.08, 0.00], [-0.06, 0.02, -0.03], [0.06, 0.00, -0.01], [0.07, -0.02, 0.06], [-0.21, 0.01, -0.25], [0.06, 0.04, -0.01], [-0.02, 0.02, 0.06], [-0.01, 0.01, 0.05], [0.01, -0.02, 0.02], [-0.01, 0.00, 0.01], [-0.02, 0.02, -0.01], [-0.04, 0.03, 0.05]],
  "lowdin_charge": [1.170, 0.337, 0.398, -0.688, 0.369, 0.242, -0.338, -0.104, -0.090, -0.111, -0.097, -0.097, -0.351, -0.113, -0.098, -0.116, -0.099, -0.108, -0.311, -0.103, -0.097, -0.107, -0.085, -0.114, -0.325, -0.118, -0.075, -0.108, -0.104, -0.108, 0.077, 0.099, 0.091, 0.097, 0.107, 0.073, 0.096, 0.088, 0.092, 0.091, 0.095, 0.094, 0.091, 0.101, 0.060, 0.007, 0.105, 0.091, 0.096, 0.081, -0.043, -0.316, 0.065, -0.067, -1.039, 0.490, 0.810, -0.439, -0.290, -0.068, -0.113, -0.111, -0.070, -0.020, -0.125, -0.056, -0.131, -0.110, -0.015, -0.349, -0.304, 0.063, 0.071, 0.063, 0.069, 0.061, 0.101, 0.087, 0.090, 0.086, 0.109, 0.101, 0.079, 0.091, 0.097, 0.046, -0.367, 0.050, -0.143, 0.070, -0.098, -0.336, -0.108, -0.040, 0.074, -0.334, 0.092, 0.049, -0.306, -0.023, 0.066, 0.133, 0.129, 0.160, -0.379, -0.025, -0.087, -0.082, -0.144, 0.054, 0.104, -0.006, 0.104, 0.100, 0.095, 0.107]
}

2.
{
  "formula": "C52H43BN3O3S3Zr",
  "method": "ωB97M-V with the def2-TZVPD basis set",
  "charge": 1,
  "largest_force_ev_per_a": 2.5,
  "relative_energy_ev": 0.221,
  "lumo_energy_ev": -3.39,
  "orbital_gap_ev": 6.61,
  "e_tot_ha": -3663.75727,
  "multiplicity": 1,
  "symbols": ["Zr", "C", "C", "C", "C", "N", "C", "C", "C", "C", "C", "C", "N", "C", "C", "C", "C", "C", "N", "H", "H", "H", "H", "H", "H", "H", "H", "H", "H", "H", "C", "C", "C", "C", "C", "C", "C", "C", "O", "B", "O", "C", "C", "H", "H", "H", "H", "H", "H", "H", "H", "H", "H", "H", "H", "O", "C", "C", "C", "C", "C", "S", "C", "C", "C", "C", "S", "C", "C", "C", "C", "S", "H", "H", "H", "H", "H", "H", "H", "H", "H", "C", "C", "C", "C", "C", "C", "C", "C", "C", "C", "C", "C", "C", "C", "H", "H", "H", "H", "H", "H", "H", "H", "H", "H", "H"],
  "coordinates": [[0.944, -0.684, 0.412], [-3.448, -2.174, 0.425], [-3.346, -3.455, -0.088], [-2.090, -3.965, -0.364], [-0.968, -3.193, -0.115], [-1.070, -1.947, 0.390], [-2.290, -1.457, 0.641], [0.400, -3.670, -0.432], [0.689, -4.966, -0.818], [2.003, -5.304, -1.094], [2.990, -4.346, -0.984], [2.639, -3.060, -0.599], [1.363, -2.743, -0.354], [3.608, -1.943, -0.512], [4.971, -2.131, -0.653], [5.812, -1.031, -0.663], [5.266, 0.234, -0.544], [3.902, 0.348, -0.367], [3.089, -0.710, -0.336], [-4.406, -1.727, 0.649], [-4.230, -4.048, -0.282], [-1.988, -4.953, -0.789], [-2.340, -0.446, 1.016], [-0.085, -5.716, -0.888], [2.255, -6.313, -1.394], [4.017, -4.607, -1.197], [5.378, -3.125, -0.758], [6.880, -1.165, -0.767], [5.884, 1.120, -0.560], [3.434, 1.316, -0.237], [-4.228, 2.977, -4.360], [-4.468, 1.474, -4.580], [-5.571, 0.987, -3.628], [-4.950, 1.269, -6.017], [-3.167, 0.723, -4.290], [-2.471, 0.017, -5.273], [-1.257, -0.631, -5.025], [-0.765, -0.556, -3.746], [0.407, -1.074, -3.217], [0.450, -0.685, -1.886], [-0.723, 0.064, -1.594], [-1.450, 0.131, -2.763], [-2.636, 0.778, -2.995], [-5.140, 3.542, -4.575], [-3.437, 3.337, -5.022], [-3.932, 3.190, -3.330], [-6.503, 1.520, -3.831], [-5.311, 1.156, -2.580], [-5.752, -0.082, -3.768], [-5.881, 1.819, -6.163], [-5.148, 0.215, -6.228], [-4.227, 1.644, -6.745], [-2.873, -0.038, -6.276], [-0.730, -1.168, -5.803], [-3.128, 1.314, -2.191], [1.719, -1.481, 1.988], [2.138, -1.014, 3.271], [3.148, -2.034, 3.803], [3.706, -3.052, 3.094], [4.678, -3.785, 3.840], [4.827, -3.305, 5.100], [3.789, -1.974, 5.398], [2.901, 0.323, 3.183], [4.204, 0.419, 2.782], [4.693, 1.750, 2.745], [3.750, 2.651, 3.137], [2.276, 1.892, 3.528], [0.894, -0.982, 4.165], [-0.262, -1.660, 3.904], [-1.241, -1.525, 4.930], [-0.802, -0.757, 5.960], [0.785, -0.183, 5.685], [3.420, -3.266, 2.074], [5.226, -4.634, 3.453], [5.477, -3.664, 5.884], [4.808, -0.451, 2.554], [5.703, 2.021, 2.466], [3.836, 3.725, 3.227], [-0.389, -2.271, 3.025], [-2.216, -1.995, 4.904], [-1.317, -0.486, 6.871], [-4.261, 3.430, 1.895], [-3.534, 3.540, 0.715], [-2.340, 2.854, 0.559], [-1.850, 2.045, 1.588], [-2.609, 1.909, 2.753], [-3.798, 2.607, 2.913], [-0.615, 1.248, 1.455], [0.479, 1.459, 0.694], [0.818, 2.729, 0.020], [1.308, 2.749, -1.288], [1.713, 3.933, -1.890], [1.670, 5.124, -1.179], [1.208, 5.121, 0.132], [0.785, 3.940, 0.722], [-5.186, 3.980, 2.021], [-3.903, 4.162, -0.092], [-1.786, 2.936, -0.367], [-2.249, 1.259, 3.547], [-4.366, 2.505, 3.830], [-0.618, 0.359, 2.113], [1.346, 1.823, -1.850], [2.072, 3.925, -2.912], [1.997, 6.048, -1.640], [1.173, 6.046, 0.696], [0.424, 3.945, 1.744]],
  "atomic_forces_ev_per_a": [[-1.99, 1.48, 0.57], [-0.08, -0.10, -0.02], [-0.04, 0.01, 0.00], [-0.02, -0.15, -0.05], [0.00, 0.03, 0.03], [0.18, -0.28, -0.22], [0.06, 0.12, 0.07], [0.07, 0.08, -0.03], [-0.06, -0.19, 0.04], [0.00, -0.03, -0.01], [0.18, -0.13, -0.01], [-0.04, 0.05, -0.06], [0.44, -1.00, -0.10], [0.03, 0.02, -0.08], [0.09, -0.05, -0.06], [0.05, -0.01, 0.00], [0.14, -0.02, -0.02], [-0.21, 0.11, 0.07], [0.33, -0.25, -0.15], [0.03, 0.02, 0.00], [0.02, 0.02, 0.00], [-0.02, 0.05, 0.02], [0.01, 0.04, 0.00], [0.02, 0.03, 0.02], [-0.02, 0.03, 0.01], [-0.05, 0.05, -0.02], [0.02, 0.02, 0.00], [-0.02, 0.00, -0.01], [-0.03, 0.01, 0.00], [-0.04, 0.04, 0.04], [-0.01, -0.01, -0.02], [0.01, 0.02, 0.01], [0.00, -0.03, -0.01], [-0.01, 0.01, 0.02], [0.01, 0.01, -0.03], [-0.02, -0.04, -0.03], [-0.02, -0.05, -0.04], [0.12, -0.01, 0.01], [-0.01, -0.01, -0.08], [-0.45, 0.22, -0.87], [-0.09, 0.06, -0.23], [0.03, 0.03, 0.00], [-0.06, 0.01, 0.12], [0.05, -0.04, 0.02], [-0.03, 0.01, 0.04], [-0.02, -0.01, -0.05], [0.04, -0.02, 0.02], [-0.02, 0.00, -0.06], [-0.01, 0.04, 0.02], [0.02, -0.02, -0.01], [0.02, 0.05, -0.01], [-0.03, -0.03, 0.03], [0.03, 0.02, 0.05], [-0.03, 0.04, 0.01], [0.03, -0.01, -0.07], [0.79, 0.00, 1.71], [0.14, -0.20, 0.27], [-0.20, -0.19, -0.02], [0.05, -0.07, -0.01], [-0.08, -0.02, -0.14], [-0.01, 0.05, 0.10], [0.02, 0.05, -0.03], [-0.15, -0.17, -0.13], [0.15, -0.02, 0.01], [0.04, -0.03, -0.02], [-0.10, 0.08, -0.05], [-0.15, -0.15, 0.06], [0.02, 0.08, -0.15], [-0.06, -0.03, 0.10], [0.01, -0.11, -0.12], [0.06, 0.10, 0.08], [0.12, 0.06, -0.06], [0.02, -0.01, 0.04], [-0.01, 0.04, 0.02], [-0.05, 0.01, -0.06], [-0.04, 0.03, 0.00], [-0.06, -0.02, 0.04], [0.02, -0.11, -0.02], [-0.02, -0.02, -0.04], [0.06, 0.04, 0.00], [0.02, -0.03, -0.10], [0.03, -0.02, 0.03], [-0.02, 0.01, -0.01], [0.08, -0.06, 0.01], [-0.20, -0.13, 0.19], [0.00, 0.03, 0.06], [0.01, -0.01, -0.02], [0.63, 0.01, -0.28], [0.33, 0.84, -0.31], [-0.01, 0.03, 0.05], [-0.07, -0.01, -0.02], [0.00, 0.00, 0.00], [-0.02, 0.00, 0.06], [0.00, 0.02, -0.02], [-0.04, -0.04, 0.09], [0.02, -0.03, -0.03], [0.02, -0.01, 0.04], [0.03, 0.01, -0.01], [-0.01, 0.04, -0.03], [0.02, 0.01, -0.02], [-0.05, -0.15, -0.10], [0.05, -0.02, -0.03], [-0.02, -0.02, 0.03], [-0.01, -0.03, 0.01], [0.01, -0.06, -0.02], [0.00, 0.00, -0.02]],
  "lowdin_charge": [1.702, -0.008, -0.014, 0.020, -0.178, 0.029, -0.077, -0.172, 0.028, -0.009, 0.026, -0.189, 0.004, -0.193, 0.016, -0.019, -0.025, -0.087, 0.003, 0.123, 0.124, 0.115, 0.103, 0.116, 0.124, 0.117, 0.115, 0.122, 0.122, 0.119, -0.041, -0.560, -0.047, -0.068, -0.163, -0.014, 0.029, -0.199, 0.149, -0.500, 0.031, -0.190, 0.061, 0.088, 0.093, 0.073, 0.088, 0.073, 0.090, 0.088, 0.090, 0.087, 0.103, 0.124, 0.118, -0.342, -0.502, -0.478, -0.118, -0.175, -0.399, 1.062, -0.467, -0.144, -0.173, -0.383, 1.046, -0.483, -0.138, -0.176, -0.395, 1.030, 0.095, 0.102, 0.070, 0.123, 0.108, 0.076, 0.097, 0.106, 0.073, -0.079, -0.068, -0.029, -0.229, -0.036, -0.073, -0.170, -0.239, -0.263, -0.058, -0.073, -0.084, -0.070, -0.049, 0.106, 0.106, 0.115, 0.111, 0.106, 0.078, 0.093, 0.106, 0.104, 0.107, 0.113]
}

Question: What is the multiplicity in the first record?
Answer: 1